<1>
The following is a quantum chemistry calculation of the molecule C6H8N2, from the Open Molecules 2025 dataset.

The LUMO energy is 0.98 eV. As for the charge: 0.

Last column: natural (NBO) charge in e.
Atoms and positions in Å:
C: -1.546 1.010 -0.037  -0.222
C: -0.252 0.572 -0.031  -0.054
C: 1.170 1.108 -0.029  -0.438
C: 1.983 -0.371 0.052  -0.180
N: 0.953 -1.266 -0.161  -0.589
C: -0.255 -0.818 0.026  0.327
N: -1.336 -1.377 0.066  -0.464
C: -2.318 -0.280 -0.032  -0.272
H: -1.524 2.111 0.166  0.238
H: 1.222 1.799 0.750  0.227
H: 1.296 1.450 -1.049  0.225
H: 2.438 -0.349 1.122  0.161
H: 2.820 -0.434 -0.618  0.196
H: 1.079 -2.321 -0.030  0.402
H: -2.741 -0.340 -0.999  0.220
H: -2.988 -0.497 0.804  0.223

---

<2>
The following is a quantum chemistry calculation of the molecule C6H8N2, from the Open Molecules 2025 dataset.

The LUMO energy is 0.86 eV. As for the charge: 0.

Last column: natural (NBO) charge in e.
Atoms and positions in Å:
C: -2.956 -0.135 -0.018  -0.429
N: -1.342 0.117 -0.020  -0.349
C: -0.600 -1.108 0.098  -0.106
C: 0.679 -0.625 -0.235  -0.103
C: 0.818 0.864 -0.090  0.031
C: -0.542 1.284 0.019  -0.092
N: 2.293 0.745 0.150  -0.571
C: 2.210 -0.885 0.090  -0.258
H: -3.009 -1.228 -0.371  0.216
H: -3.023 0.048 1.154  0.233
H: -3.679 0.575 -0.705  0.235
H: -1.231 -1.920 -0.025  0.202
H: -0.975 2.222 0.460  0.219
H: 2.782 0.804 -0.770  0.356
H: 2.230 -1.740 1.006  0.228
H: 2.596 -1.168 -0.843  0.188

---

Question: which arrangement is favored energetically? Ranking from most to least stable: <1>, <2>.

---

<1>
The following is a quantum chemistry calculation of a structure of composition C32H25Cl5N8O7Ti, from the Open Molecules 2025 dataset.

The LUMO energy is -7.02 eV. As for the charge: +2.

Last column: Löwdin charge in e.
Atoms and positions in Å:
Ti: 0.041 -0.144 0.380  1.217
C: 3.891 3.804 0.334  -0.065
C: 2.823 3.544 -0.511  -0.052
C: 2.214 2.295 -0.513  -0.042
C: 2.653 1.297 0.354  -0.296
C: 3.739 1.559 1.199  -0.060
C: 4.355 2.801 1.179  -0.073
N: 1.939 0.074 0.437  -0.064
C: 2.666 -1.124 0.612  -0.215
C: 3.942 -1.350 0.104  0.004
C: 4.548 -2.578 0.319  -0.027
C: 3.911 -3.598 1.026  -0.046
C: 2.638 -3.400 1.521  0.015
C: 2.033 -2.165 1.300  -0.198
N: 0.726 -1.829 1.681  -0.021
N: 0.094 -2.557 2.455  0.170
C: -1.181 -2.010 2.767  -0.295
C: -2.063 -2.751 3.523  0.036
C: -3.284 -2.165 3.841  -0.007
C: -3.549 -0.880 3.399  -0.013
C: -2.596 -0.227 2.627  -0.129
N: -1.426 -0.777 2.321  0.055
H: 4.379 4.769 0.315  0.115
H: 2.472 4.306 -1.193  0.118
H: 1.407 2.088 -1.202  0.087
H: 4.124 0.772 1.838  0.116
H: 5.218 2.981 1.808  0.111
H: 4.451 -0.579 -0.458  0.130
H: 5.536 -2.751 -0.087  0.123
H: 4.404 -4.549 1.167  0.119
H: 2.104 -4.179 2.046  0.122
H: -1.796 -3.748 3.843  0.130
H: -4.016 -2.708 4.424  0.129
H: -4.486 -0.392 3.623  0.125
H: -2.785 0.759 2.220  0.118
Cl: -4.588 2.167 -4.540  0.766
C: -3.699 1.865 -3.110  -0.699
C: -3.817 0.643 -2.456  -0.690
Cl: -4.834 -0.579 -3.099  0.769
C: -3.077 0.389 -1.301  -0.579
Cl: -3.215 -1.145 -0.527  0.827
C: -2.183 1.336 -0.803  -0.410
O: -1.373 1.104 0.252  -0.295
C: -2.089 2.568 -1.461  -0.589
Cl: -1.006 3.739 -0.817  0.774
C: -2.837 2.841 -2.599  -0.691
Cl: -2.686 4.349 -3.384  0.757
N: 2.310 2.351 5.233  0.208
C: 1.381 2.631 4.072  -0.110
C: 1.072 1.351 3.298  -0.229
N: 0.304 1.624 2.100  0.007
H: 2.527 3.208 5.749  0.182
H: 3.194 1.955 4.905  0.175
H: 1.898 1.688 5.895  0.179
H: 1.896 3.350 3.435  0.137
H: 0.487 3.094 4.487  0.142
H: 0.526 0.636 3.920  0.126
H: 2.012 0.884 2.995  0.101
H: 0.752 2.332 1.520  0.082
H: -0.652 1.918 2.266  0.095
O: 0.128 0.226 -1.700  -0.015
C: -0.282 -0.952 -1.863  -0.514
O: -0.216 -1.709 -0.813  -0.076
C: -0.945 -1.399 -3.090  -0.109
C: -1.175 -0.456 -4.088  0.087
C: -1.927 -0.828 -5.180  -0.105
C: -2.445 -2.102 -5.323  0.105
C: -2.186 -3.011 -4.314  -0.096
C: -1.453 -2.688 -3.191  0.086
N: -2.750 -4.376 -4.420  -0.343
O: -2.567 -5.114 -3.476  0.101
O: -3.425 -4.614 -5.392  0.124
N: -2.213 0.190 -6.216  -0.339
O: -1.875 1.325 -5.957  0.066
O: -2.960 -0.139 -7.104  0.122
H: -0.802 0.555 -4.004  0.145
H: -3.039 -2.373 -6.185  0.147
H: -1.301 -3.423 -2.414  0.141

---

<2>
The following is a quantum chemistry calculation of a structure of composition C32H25Cl5N8O7Ti, from the Open Molecules 2025 dataset.

The LUMO energy is -6.80 eV. As for the charge: +2.

Last column: Löwdin charge in e.
Atoms and positions in Å:
Ti: -0.174 0.359 -0.931  1.193
C: -4.463 -1.401 -3.395  -0.060
C: -3.305 -1.867 -4.010  -0.053
C: -2.108 -1.890 -3.316  -0.019
C: -2.078 -1.465 -1.987  -0.294
C: -3.234 -1.008 -1.366  -0.022
C: -4.427 -0.970 -2.078  -0.053
N: -0.832 -1.406 -1.289  -0.059
C: -0.015 -2.507 -1.156  -0.221
C: -0.431 -3.840 -1.235  0.010
C: 0.498 -4.840 -1.040  -0.023
C: 1.851 -4.567 -0.771  -0.049
C: 2.284 -3.268 -0.700  0.013
C: 1.344 -2.247 -0.893  -0.181
N: 1.615 -0.891 -0.895  0.002
N: 2.769 -0.439 -0.755  0.162
C: 2.778 0.968 -0.857  -0.273
C: 3.990 1.629 -0.899  0.034
C: 3.976 3.004 -1.073  -0.005
C: 2.760 3.662 -1.193  -0.011
C: 1.592 2.926 -1.125  -0.113
N: 1.597 1.601 -0.950  0.031
H: -5.395 -1.383 -3.944  0.115
H: -3.336 -2.207 -5.037  0.117
H: -1.197 -2.227 -3.796  0.132
H: -3.200 -0.695 -0.329  0.108
H: -5.329 -0.617 -1.597  0.115
H: -1.467 -4.072 -1.443  0.128
H: 0.174 -5.871 -1.095  0.123
H: 2.544 -5.384 -0.629  0.117
H: 3.318 -3.018 -0.509  0.120
H: 4.906 1.061 -0.824  0.130
H: 4.905 3.554 -1.127  0.128
H: 2.711 4.731 -1.340  0.125
H: 0.619 3.394 -1.203  0.119
Cl: -1.765 1.171 6.500  0.747
C: -1.407 0.989 4.821  -0.707
C: -1.603 -0.248 4.205  -0.713
Cl: -2.225 -1.566 5.101  0.750
C: -1.265 -0.409 2.866  -0.595
Cl: -1.470 -1.914 2.079  0.812
C: -0.732 0.662 2.137  -0.384
O: -0.428 0.491 0.859  -0.218
C: -0.535 1.890 2.766  -0.602
Cl: 0.150 3.184 1.871  0.799
C: -0.879 2.058 4.104  -0.707
Cl: -0.621 3.575 4.871  0.739
N: 1.462 0.735 7.133  0.191
C: 2.246 1.221 5.935  -0.128
C: 2.119 0.251 4.758  -0.260
N: 2.717 0.756 3.541  0.033
H: 1.528 1.391 7.914  0.176
H: 1.805 -0.171 7.458  0.175
H: 0.457 0.640 6.916  0.066
H: 3.280 1.338 6.258  0.137
H: 1.836 2.199 5.695  0.103
H: 1.060 0.041 4.575  0.092
H: 2.587 -0.704 5.009  0.131
H: 3.727 0.749 3.566  0.084
H: 2.394 1.681 3.288  0.057
O: -0.112 0.690 -3.047  -0.002
C: -1.111 1.430 -2.879  -0.517
O: -1.397 1.724 -1.641  -0.074
C: -1.973 1.895 -3.969  -0.095
C: -3.083 2.683 -3.690  0.098
C: -3.894 3.054 -4.741  -0.087
C: -3.651 2.671 -6.046  0.119
C: -2.537 1.883 -6.276  -0.087
C: -1.688 1.482 -5.269  0.098
N: -2.253 1.440 -7.662  -0.344
O: -3.034 1.783 -8.516  0.122
O: -1.327 0.670 -7.805  0.102
N: -5.087 3.888 -4.453  -0.345
O: -5.798 4.172 -5.387  0.122
O: -5.242 4.237 -3.301  0.099
H: -3.319 2.995 -2.683  0.140
H: -4.305 2.971 -6.853  0.145
H: -0.833 0.859 -5.489  0.142

---

Question: which arrangement is favored energetically? Ranking from most to least stable: <2>, <1>.

---

<1>
The following is a quantum chemistry calculation of a cluster of 11 separate species, C7H32O11 in total, from the Open Molecules 2025 dataset.

The LUMO energy is 0.05 eV. As for the charge: 0.

Last column: natural (NBO) charge in e.
Atoms and positions in Å:
C: -0.558 0.081 3.677  -0.412
C: -0.384 0.545 2.443  0.026
C: -0.765 -0.243 1.207  -0.461
C: -2.138 -0.898 1.262  -0.593
C: 0.220 1.881 2.175  -0.427
C: 1.629 1.706 1.581  -0.511
C: 2.528 1.237 2.671  0.473
O: 2.979 0.122 2.747  -0.553
H: -0.278 0.655 4.552  0.194
H: -0.996 -0.871 3.931  0.197
H: -0.697 0.400 0.333  0.211
H: -0.003 -1.019 1.083  0.242
H: -2.948 -0.172 1.271  0.178
H: -2.268 -1.534 2.133  0.200
H: -2.226 -1.566 0.397  0.226
H: -0.373 2.504 1.504  0.225
H: 0.297 2.466 3.105  0.207
H: 1.995 2.653 1.177  0.242
H: 1.627 0.967 0.761  0.235
H: 2.766 1.978 3.463  0.113
O: -4.068 2.184 -1.994  -0.986
H: -4.366 3.038 -2.314  0.478
H: -4.309 2.232 -1.039  0.504
O: 2.409 -2.289 1.419  -1.021
H: 2.639 -2.167 0.472  0.505
H: 2.606 -1.447 1.896  0.510
O: 0.304 -2.985 -1.579  -1.028
H: 0.058 -3.306 -0.678  0.514
H: 1.249 -2.741 -1.527  0.492
O: -1.694 1.287 -3.026  -0.996
H: -1.915 1.485 -3.951  0.487
H: -2.503 1.512 -2.500  0.525
O: -0.231 -1.031 -3.429  -1.017
H: -0.883 -0.327 -3.207  0.507
H: -0.240 -1.776 -2.774  0.523
O: 2.849 -1.970 -1.313  -1.003
H: 3.577 -2.446 -1.749  0.489
H: 2.631 -1.179 -1.871  0.520
O: 0.724 2.472 -2.335  -1.014
H: -0.181 2.167 -2.568  0.485
H: 1.306 1.691 -2.446  0.485
O: -4.569 2.269 0.677  -0.938
H: -4.695 1.362 0.979  0.486
H: -3.775 2.533 1.158  0.487
O: 2.086 0.133 -2.824  -1.006
H: 1.210 -0.296 -3.097  0.518
H: 2.554 0.286 -3.664  0.488
O: 0.089 -3.676 1.090  -0.985
H: -0.516 -3.270 1.718  0.467
H: 0.968 -3.283 1.331  0.515

---

<2>
The following is a quantum chemistry calculation of a cluster of 9 separate species, C7H32O11 in total, from the Open Molecules 2025 dataset.

The LUMO energy is 0.14 eV. As for the charge: 0.

Last column: natural (NBO) charge in e.
Atoms and positions in Å:
C: -23.064 6.735 13.646  -0.643
C: -22.052 7.544 12.833  0.087
C: -21.620 8.829 13.522  -0.612
O: -20.867 6.773 12.526  -0.728
H: -22.980 6.990 14.705  0.205
H: -22.853 5.664 13.559  0.210
H: -24.087 6.867 13.307  0.227
H: -22.434 7.848 11.855  0.182
H: -21.181 8.648 14.506  0.191
H: -22.478 9.495 13.639  0.191
H: -20.908 9.323 12.865  0.225
H: -20.805 6.040 13.144  0.462
O: -17.394 8.868 16.564  -0.737
C: -18.367 9.481 15.693  -0.095
C: -17.901 9.389 14.256  -0.099
O: -16.764 10.219 14.007  -0.751
H: -17.163 9.473 17.272  0.476
H: -19.328 8.964 15.805  0.177
H: -18.535 10.529 15.961  0.174
H: -18.720 9.720 13.608  0.193
H: -17.675 8.353 13.991  0.186
H: -16.039 9.907 14.559  0.492
O: -15.140 12.580 12.011  -0.721
C: -15.955 13.715 12.225  -0.095
C: -16.991 13.443 13.264  -0.094
O: -17.953 12.488 12.858  -0.791
H: -15.403 12.141 11.200  0.475
H: -15.319 14.545 12.554  0.180
H: -16.434 14.068 11.303  0.167
H: -17.503 14.368 13.546  0.183
H: -16.475 13.088 14.163  0.179
H: -17.698 11.623 13.214  0.515
O: -21.622 14.946 12.607  -0.969
H: -21.986 14.212 13.119  0.482
H: -20.973 14.532 12.023  0.483
O: -22.299 11.005 10.624  -0.978
H: -21.709 11.169 11.386  0.500
H: -22.265 11.819 10.114  0.463
O: -19.143 14.179 10.731  -0.955
H: -18.504 13.498 10.984  0.481
H: -19.567 13.849 9.932  0.473
O: -21.141 12.966 15.332  -0.960
H: -21.748 12.908 16.077  0.489
H: -20.520 13.668 15.555  0.484
O: -20.703 11.999 12.684  -1.009
H: -20.670 12.211 13.629  0.508
H: -19.815 12.207 12.356  0.498
O: -23.812 12.212 13.219  -0.947
H: -23.475 11.318 13.332  0.465
H: -23.710 12.364 12.272  0.481

---

Question: which arrangement is favored energetically? Ranking from most to least stable: <1>, <2>.